55
Properties=species:S:1:pos:R:3:lowdin_charge:R:1 method="wB97M-V/def2-TZVPD" relative_energy_kj_mol=9.9 multiplicity=1 e_tot_ha=-1640.9621 smiles="COCCNC(=O)C1CCN(S(=O)(=O)N2CCC3(CC2)OCCO3)CC1" homo_ev=-9.2 total_charge=0
C -5.500 -3.948 -0.661 -0.12
O -5.527 -3.097 0.459 -0.18
C -4.530 -2.108 0.476 -0.22
C -4.737 -0.988 -0.560 -0.14
N -3.744 0.044 -0.397 0.07
C -4.047 1.298 0.001 -0.47
O -5.181 1.691 0.171 0.07
C -2.820 2.192 0.199 -0.21
C -2.054 2.326 -1.125 -0.13
C -0.694 2.985 -0.911 -0.19
N 0.078 2.259 0.082 -0.23
S 0.584 0.756 -0.448 0.66
O -0.416 -0.269 -0.299 -0.28
O 1.118 0.942 -1.762 -0.25
N 1.747 0.482 0.712 -0.23
C 2.067 -0.908 0.964 -0.17
C 2.991 -1.485 -0.106 -0.05
C 4.269 -0.638 -0.193 -0.50
C 3.889 0.822 -0.485 -0.06
C 2.913 1.330 0.576 -0.17
O 5.103 -1.169 -1.205 -0.04
C 6.425 -1.184 -0.716 -0.15
C 6.221 -1.363 0.789 -0.15
O 5.002 -0.695 1.026 -0.05
C -0.569 2.255 1.379 -0.18
C -1.959 1.621 1.338 -0.13
H -4.497 -4.364 -0.818 0.09
H -5.821 -3.437 -1.575 0.08
H -6.196 -4.757 -0.445 0.09
H -4.572 -1.676 1.479 0.13
H -3.536 -2.561 0.324 0.12
H -5.716 -0.526 -0.415 0.13
H -4.674 -1.395 -1.574 0.12
H -2.775 -0.234 -0.478 0.11
H -3.184 3.182 0.492 0.15
H -1.874 1.345 -1.566 0.10
H -2.649 2.913 -1.827 0.13
H -0.802 4.015 -0.560 0.13
H -0.114 2.976 -1.834 0.12
H 2.557 -0.963 1.941 0.13
H 1.123 -1.451 0.992 0.12
H 3.256 -2.515 0.136 0.13
H 2.501 -1.461 -1.079 0.13
H 4.789 1.439 -0.485 0.13
H 3.421 0.863 -1.468 0.11
H 3.413 1.360 1.549 0.13
H 2.549 2.324 0.318 0.12
H 6.931 -0.235 -0.937 0.13
H 6.956 -2.007 -1.193 0.13
H 6.131 -2.425 1.051 0.13
H 6.997 -0.896 1.398 0.13
H -0.626 3.296 1.712 0.13
H 0.082 1.700 2.055 0.12
H -2.466 1.792 2.290 0.13
H -1.831 0.548 1.210 0.09